one) Molecular formula: C18H36Br18
Method: DFT, wB97M-V/def2-TZVPD

The geometry in ORCA input format:
```
! wB97M-V def2-TZVPD RIJCOSX def2/J DEFGRID3
* xyz 0 1
Br -0.07 -1.23 -4.30
Br -2.77 -3.59 -1.10
Br -3.25 -0.13 3.47
Br 2.58 1.18 -3.01
Br -3.35 -4.50 3.47
Br -0.46 2.83 5.95
Br 0.62 -1.74 5.23
Br -2.64 4.05 1.39
Br 0.48 -1.77 1.12
Br 4.23 0.75 3.84
Br 0.56 -5.32 -0.29
Br -3.99 -2.54 -6.25
Br -4.43 4.93 -1.78
Br 3.36 -2.53 -2.92
Br 1.29 2.66 2.64
Br -0.91 1.76 -1.63
Br 5.88 3.26 -5.50
Br 3.22 4.58 -1.24
C -3.03 -4.63 0.62
C -4.46 3.17 -0.88
C 2.80 0.01 4.97
C 2.01 2.87 0.81
C -0.14 0.07 -1.00
C -2.91 -3.56 1.73
C -0.45 -0.08 0.46
C 1.25 -3.90 -1.51
C -1.77 1.44 5.41
C -1.70 1.12 3.86
C 2.89 4.15 0.69
C 3.64 2.43 -4.16
C -2.68 -1.73 -5.11
C 2.80 -3.77 -1.53
C -1.32 -2.21 -5.41
C 2.41 -1.37 4.41
C 5.18 2.34 -3.87
C -4.35 3.30 0.65
H 5.50 2.88 -2.98
H -0.75 0.67 3.57
H -3.63 -2.78 1.48
H -0.99 -1.96 -6.42
H -1.14 -3.26 -5.17
H 2.40 5.01 1.15
H 2.57 1.98 0.52
H -1.51 -0.28 0.62
H -4.08 -4.92 0.60
H 1.14 2.97 0.15
H -4.42 2.26 0.96
H 0.93 0.14 -1.16
H 3.38 2.21 -5.19
H 0.85 -2.94 -1.19
H 3.20 -4.76 -1.76
H 3.24 -3.47 -0.58
H -2.34 -5.47 0.63
H 0.74 -4.03 -2.47
H 5.67 1.37 -3.82
H 3.15 -0.09 6.00
H -1.84 1.99 3.22
H -3.73 2.50 -1.33
H -2.96 -1.91 -4.07
H 3.79 4.06 1.29
H -2.80 -0.66 -5.29
H 2.32 -1.37 3.33
H 3.31 3.44 -3.92
H -5.28 3.74 1.02
H -2.74 1.79 5.76
H -5.39 2.62 -1.05
H -1.95 -3.07 1.88
H -0.63 -0.78 -1.49
H 3.13 -2.17 4.58
H -1.56 0.52 5.96
H 2.03 0.77 4.85
H -0.08 0.71 1.11
*
```

As for the structure (SMILES): BrCCBr.BrCCBr.BrCCBr.BrCCBr.BrCCBr.BrCCBr.BrCCBr.BrCCBr.BrCCBr. The HOMO energy is -10.10 eV. The calculation puts the LUMO energy at 0.06 eV.



two) Molecular formula: C18H36Br18
Method: DFT, wB97M-V/def2-TZVPD

The geometry in ORCA input format:
```
! wB97M-V def2-TZVPD RIJCOSX def2/J DEFGRID3
* xyz 0 1
Br 0.30 -5.84 -3.00
Br 2.58 -1.94 0.61
Br -0.70 5.63 3.55
Br -3.44 7.73 3.19
Br 5.06 2.47 -1.50
Br 0.52 4.62 6.72
Br -2.25 -3.27 0.79
Br 4.31 -1.99 -2.64
Br -4.26 -0.18 -2.94
Br -0.76 2.48 1.43
Br 3.38 -4.82 -1.23
Br 5.65 -1.90 2.26
Br -1.93 2.66 -2.61
Br -0.11 -1.27 -1.28
Br -1.98 -3.72 -4.98
Br -1.49 0.91 4.68
Br -3.12 -2.78 5.30
Br 1.25 2.45 -4.21
C 0.05 0.56 -0.52
C 3.08 -3.24 1.99
C -1.59 2.72 -4.52
C -1.10 0.81 0.44
C -3.27 -2.26 -4.75
C 1.60 -4.04 -1.15
C -0.11 2.19 5.19
C -1.74 5.80 1.89
C -2.28 7.21 1.66
C -2.54 -3.79 2.69
C 4.96 -0.38 -1.74
C -0.75 3.23 6.11
C 4.10 0.82 -2.10
C 0.89 -4.03 -2.49
C -2.96 -2.49 3.36
C -0.48 1.79 -4.89
C -2.92 -1.47 -3.52
C 4.58 -3.50 1.85
H -4.18 -2.80 -4.50
H -2.16 -1.75 3.26
H -3.40 -1.72 -5.68
H 4.91 -4.29 2.52
H 0.92 0.44 0.12
H 4.93 -0.71 -0.70
H 0.70 1.67 5.68
H -2.06 0.78 -0.07
H -1.13 0.01 1.18
H -3.89 -2.08 3.00
H -1.53 7.98 1.59
H 2.57 -4.18 1.81
H -1.17 2.77 7.00
H -0.60 0.74 -4.65
H -1.52 3.74 -4.88
H 0.21 1.27 -1.31
H 4.84 -3.76 0.83
H 1.05 -4.55 -0.38
H -2.47 2.33 -5.05
H -1.99 -0.90 -3.64
H -3.38 -4.48 2.66
H 1.79 -3.00 -0.88
H -0.01 -3.42 -2.43
H -1.54 3.71 5.55
H -2.87 7.18 0.75
H 4.00 0.92 -3.17
H 0.21 2.70 4.28
H -2.65 -2.03 -2.63
H -1.62 -4.20 3.07
H 3.14 0.78 -1.59
H 5.98 -0.14 -2.01
H -2.55 5.07 1.84
H 2.84 -2.82 2.96
H -1.08 5.47 1.10
H -0.36 1.77 -5.97
H 1.52 -3.69 -3.30
*
```

The HOMO energy is -9.55 eV. The calculation puts the LUMO energy at 0.09 eV.



Least stable structure: two)



one) Molecular formula: H24HeO12
Method: DFT, wB97M-V/def2-TZVPD

The geometry in ORCA input format:
```
! wB97M-V def2-TZVPD RIJCOSX def2/J DEFGRID3
* xyz 0 1
O 3.29 -1.26 -1.79
O -0.05 3.28 -1.80
O -1.61 1.68 1.48
O 0.59 -2.62 -1.95
O 0.73 3.09 0.83
O 1.32 -2.95 0.87
O -3.18 -2.62 -1.41
O -2.25 1.66 -1.38
O -1.57 -0.70 -2.63
O -3.04 0.92 3.73
O 1.78 1.19 2.79
O 3.48 -1.52 1.44
He -0.19 -0.03 0.55
H -2.36 0.93 3.05
H 1.19 -2.18 -2.54
H 3.62 -1.44 2.38
H -1.72 -0.43 -3.53
H 1.14 2.50 1.46
H 0.24 3.18 -0.90
H -0.01 -3.09 -2.53
H 0.65 3.92 1.29
H 3.38 -0.35 -2.08
H -1.70 1.66 0.52
H 0.87 -2.80 0.04
H -0.74 2.06 1.62
H -0.46 4.15 -1.82
H -2.75 -3.39 -1.02
H -3.83 1.21 3.28
H 1.08 -3.85 1.11
H -1.45 1.99 -1.79
H 3.13 -1.20 -0.85
H -2.20 0.71 -1.49
H 1.08 1.41 3.41
H -2.48 -2.19 -1.90
H -0.65 -0.97 -2.61
H 2.81 -2.20 1.35
H 1.85 0.24 2.83
*
```

The HOMO energy is -10.35 eV. The calculation puts the LUMO energy at -0.11 eV.



two) Molecular formula: H24HeO12
Method: DFT, wB97M-V/def2-TZVPD

The geometry in ORCA input format:
```
! wB97M-V def2-TZVPD RIJCOSX def2/J DEFGRID3
* xyz 0 1
O -2.18 3.00 0.53
O -1.64 2.21 -2.42
O -3.09 0.38 0.59
O 0.58 2.53 -0.53
O -1.78 -2.19 0.07
O -0.82 -0.25 3.38
O 3.22 -2.27 0.55
O -1.48 -0.61 -2.19
O 1.53 -2.08 -1.86
O 2.50 0.79 -1.99
O 0.63 -2.23 1.98
O 1.04 1.84 2.62
He 0.23 0.06 0.04
H -2.79 3.51 0.00
H -2.55 2.12 0.54
H 3.72 -1.46 0.59
H -0.68 -0.95 -2.58
H -2.75 -0.44 0.24
H 0.61 -3.06 2.45
H 1.86 -1.22 -2.11
H 1.93 -2.69 -2.48
H -0.86 -2.17 0.37
H -1.67 2.41 -3.35
H -0.35 2.34 -0.68
H -1.67 1.25 -2.37
H 3.10 1.37 -2.46
H 2.92 0.64 -1.14
H 1.04 2.04 -1.21
H -2.28 -2.27 0.88
H -1.55 -1.05 -1.35
H -0.22 0.49 3.23
H -0.31 -1.02 3.17
H 1.77 1.34 2.98
H -3.48 0.13 1.43
H 1.22 1.89 1.69
H 1.53 -2.16 1.65
H 2.74 -2.22 -0.28
*
```

The HOMO energy is -9.98 eV. The calculation puts the LUMO energy at -0.47 eV.



Least stable structure: one)



one) Molecular formula: C18H20N4O7RuS2
Method: DFT, wB97M-V/def2-TZVPD

The geometry in ORCA input format:
```
! wB97M-V def2-TZVPD RIJCOSX def2/J DEFGRID3
* xyz -1 6
Ru -0.18 -0.61 -0.87
S -1.58 -2.60 -0.81
S 1.56 -2.32 -1.64
O 0.92 1.86 2.42
O -0.18 2.35 0.54
O -3.17 2.33 -1.66
O -1.82 0.58 -1.32
O 0.59 0.39 -2.90
O 2.94 1.69 0.74
O -2.26 0.72 1.42
N 1.79 0.95 -1.08
N 2.54 -2.11 1.78
N 2.20 1.94 -3.20
N 0.43 -0.90 1.37
C 3.47 2.64 -1.34
C -2.62 1.51 -0.94
C 1.62 -5.03 -1.32
C -0.50 -3.97 -0.82
C -1.41 1.35 2.33
C 1.80 2.05 -4.59
C -1.00 -5.23 -0.46
C 1.43 -1.47 1.55
C 2.72 1.73 -0.49
C 1.11 -6.26 -0.96
C -0.16 1.91 1.66
C 2.53 -3.57 1.76
C 3.17 2.72 -2.65
C 0.84 -3.86 -1.24
C 1.50 1.06 -2.39
C 3.80 -1.44 1.51
C -2.98 1.60 0.55
C -0.21 -6.36 -0.51
H 1.84 1.07 -5.06
H 3.09 -3.95 2.61
H -0.62 -7.32 -0.23
H 3.63 -0.37 1.38
H -1.91 2.16 2.87
H 4.24 3.26 -0.90
H 4.49 -1.60 2.34
H 3.68 3.39 -3.33
H 1.50 -3.94 1.79
H 4.24 -1.84 0.59
H 1.72 1.94 1.82
H 2.98 -3.93 0.83
H 2.64 -4.94 -1.66
H -2.85 2.64 0.85
H 2.47 2.74 -5.09
H 1.73 -7.14 -1.03
H 0.77 2.41 -4.66
H -2.03 -5.29 -0.13
H -1.10 0.59 3.06
H -4.04 1.35 0.63
*
```

Its expectation value of S² is 8.77. The HOMO energy (spin up / spin down) is -4.00 / -4.64 eV. The calculation puts the LUMO energy (spin up / spin down) at 2.72 / 1.92 eV.



two) Molecular formula: C18H20N4O7RuS2
Method: DFT, wB97M-V/def2-TZVPD

The geometry in ORCA input format:
```
! wB97M-V def2-TZVPD RIJCOSX def2/J DEFGRID3
* xyz -1 6
Ru -0.29 0.37 -0.54
S -0.89 1.94 -2.62
S -1.55 2.26 0.49
O 2.67 1.47 2.45
O 0.31 -2.98 1.53
O 1.41 0.60 0.82
O 1.59 0.41 -1.95
O -0.63 0.21 2.68
O -1.15 -1.51 0.68
O 0.61 -3.87 -0.86
N -1.72 -0.84 -1.99
N 2.04 -3.49 -2.55
N -4.03 -0.27 -2.67
N 1.13 -1.69 -1.34
C -4.77 -1.10 -3.61
C -0.20 -1.11 2.86
C -0.39 -1.89 1.58
C 1.60 1.06 2.01
C -2.79 -0.59 -2.35
C -0.04 5.82 -1.92
C -4.42 1.14 -2.51
C -0.37 5.97 -0.57
C -0.82 4.87 0.14
C 1.80 -0.80 -2.13
C 2.75 -2.62 -3.33
C -0.66 3.47 -1.82
C -0.17 4.59 -2.53
C 2.13 -4.93 -2.72
C 2.68 -1.30 -3.17
C -0.98 3.62 -0.46
C 1.22 -3.00 -1.53
C 0.41 1.14 2.96
H -0.25 6.93 -0.08
H -4.37 1.66 -3.47
H 0.34 6.66 -2.48
H -5.44 1.17 -2.12
H 0.10 4.45 -3.57
H -0.04 2.13 2.88
H 0.41 -3.31 0.57
H -3.74 1.63 -1.82
H 0.78 1.00 3.98
H 2.54 -5.40 -1.83
H 2.78 -5.13 -3.57
H -0.79 -1.61 3.64
H -4.72 -0.69 -4.62
H -5.81 -1.14 -3.30
H 3.22 -0.60 -3.79
H 0.85 -1.18 3.13
H -4.35 -2.10 -3.61
H 3.37 -3.08 -4.10
H -1.07 4.97 1.19
H 1.15 -5.36 -2.90
*
```

Its expectation value of S² is 8.76. The HOMO energy (spin up / spin down) is -4.12 / -4.19 eV. The calculation puts the LUMO energy (spin up / spin down) at 2.55 / 2.17 eV.



Least stable structure: two)



one) Molecular formula: C5H11IN
Method: DFT, wB97M-V/def2-TZVPD

The geometry in ORCA input format:
```
! wB97M-V def2-TZVPD RIJCOSX def2/J DEFGRID3
* xyz 1 1
I -0.08 2.47 -1.40
N 1.07 0.17 0.34
C 0.05 -1.44 -1.03
C 1.31 -0.59 -0.85
C -0.97 -0.52 -0.35
C -0.32 0.61 0.30
C -0.85 1.18 1.56
H 0.97 -0.59 1.01
H -1.61 -0.14 -1.16
H 1.73 0.89 0.63
H -0.19 -1.62 -2.00
H -1.94 1.63 1.35
H -0.32 2.00 1.90
H 2.12 -1.36 -0.78
H 0.15 -2.28 -0.45
H -0.90 0.54 2.37
H -1.55 -1.01 0.40
H 1.32 0.05 -1.85
*
```

As for the structure (SMILES): C[C@]1(I)CCC[NH2+]1. The HOMO energy is -13.46 eV. The calculation puts the LUMO energy at -4.98 eV.



two) Molecular formula: C5H11IN
Method: DFT, wB97M-V/def2-TZVPD

The geometry in ORCA input format:
```
! wB97M-V def2-TZVPD RIJCOSX def2/J DEFGRID3
* xyz 1 1
I 4.82 0.23 -0.08
N -0.99 0.48 0.96
C -1.26 -0.14 -0.13
C 0.41 0.82 1.20
C 1.10 0.50 -0.14
C -2.68 -0.78 -0.24
C -0.02 -0.12 -0.98
H 0.25 -1.11 -1.40
H -2.91 -1.20 0.79
H 4.73 -0.97 -1.20
H -3.47 -0.11 -0.60
H 0.70 0.06 1.86
H 1.84 -0.21 0.14
H -2.54 -1.61 -0.87
H 0.52 1.84 1.65
H -0.40 0.20 -1.98
H -1.65 0.73 1.69
H 1.55 1.38 -0.68
*
```

The HOMO energy is -12.72 eV. The calculation puts the LUMO energy at -3.98 eV.



three) Molecular formula: C5H11IN
Method: DFT, wB97M-V/def2-TZVPD

The geometry in ORCA input format:
```
! wB97M-V def2-TZVPD RIJCOSX def2/J DEFGRID3
* xyz 1 1
I 3.33 -0.48 0.31
N -0.28 -0.83 -0.12
C -0.14 0.59 -0.33
C 2.63 2.50 0.12
C -1.41 -1.18 -1.02
C 2.11 1.17 0.24
C -0.52 -1.31 1.26
H -2.33 -0.74 -0.63
H 0.57 -1.29 -0.48
H 1.87 3.18 -0.28
H 3.56 2.58 -0.44
H -0.59 1.14 0.50
H -0.69 -2.39 1.26
H 2.86 2.84 1.14
H -1.39 -0.81 1.68
H -1.23 -0.78 -2.01
H -1.53 -2.26 -1.07
H 0.35 -1.09 1.87
*
```

The HOMO energy (spin up / spin down) is -12.37 / -12.37 eV. The calculation puts the LUMO energy (spin up / spin down) at -5.18 / -5.18 eV.



Least stable structure: three)



one) Molecular formula: C3H10NO3
Method: DFT, wB97M-V/def2-TZVPD

The geometry in ORCA input format:
```
! wB97M-V def2-TZVPD RIJCOSX def2/J DEFGRID3
* xyz -1 1
O 2.27 1.94 0.72
O -2.26 -0.33 -1.38
O 1.64 -1.60 -0.03
N -0.89 1.18 0.62
C -1.37 -0.83 -0.48
C 0.83 -0.85 0.66
C -0.23 0.08 -0.17
H 1.51 -0.33 1.38
H 2.68 1.04 0.40
H -1.25 -1.95 -0.84
H 1.32 2.01 0.44
H -2.19 -0.87 0.36
H 0.19 -1.50 1.14
H -1.53 1.55 -0.03
H -1.82 0.19 -2.10
H -1.59 0.78 1.39
H 0.30 0.31 -1.03
*
```

The HOMO energy is -2.38 eV. The calculation puts the LUMO energy at 3.55 eV.



two) Molecular formula: C3H10NO3
Method: DFT, wB97M-V/def2-TZVPD

The geometry in ORCA input format:
```
! wB97M-V def2-TZVPD RIJCOSX def2/J DEFGRID3
* xyz -1 1
O 1.72 -1.37 0.31
O 0.25 2.65 -0.98
O -1.03 -1.52 2.17
N -1.55 0.28 -0.17
C 0.52 1.17 -1.17
C 0.60 -1.37 -0.29
C -0.10 0.33 -0.12
H 0.52 -1.81 -1.40
H 0.37 2.73 -0.07
H -1.90 1.22 -0.28
H 1.56 1.20 -1.03
H -1.69 -1.24 1.56
H 0.26 0.82 -2.10
H -0.03 -2.12 0.29
H -0.17 -1.78 1.69
H 0.15 0.39 1.01
H -1.86 -0.20 -1.02
*
```

The HOMO energy is -2.89 eV. The calculation puts the LUMO energy at 3.84 eV.



Least stable structure: one)



one) Molecular formula: C2H7S2
Method: DFT, wB97M-V/def2-TZVPD

The geometry in ORCA input format:
```
! wB97M-V def2-TZVPD RIJCOSX def2/J DEFGRID3
* xyz 0 2
S -1.94 1.44 0.78
S 1.39 0.40 -0.27
C 0.95 -1.26 -0.94
C 0.25 -2.16 0.05
H 0.10 0.66 0.10
H 0.93 -2.49 0.84
H -0.09 -3.05 -0.49
H 0.39 -1.06 -1.85
H -2.12 0.53 -0.21
H 1.89 -1.74 -1.20
H -0.62 -1.74 0.56
*
```

Its expectation value of S² is 0.75. The HOMO energy (spin up / spin down) is -8.88 / -8.87 eV. The calculation puts the LUMO energy (spin up / spin down) at 0.75 / -2.83 eV.



two) Molecular formula: C2H7S2
Method: DFT, wB97M-V/def2-TZVPD

The geometry in ORCA input format:
```
! wB97M-V def2-TZVPD RIJCOSX def2/J DEFGRID3
* xyz 0 2
S -0.13 -1.54 -0.84
S 0.34 2.31 2.58
C 0.44 -0.04 -1.72
C -0.36 -0.99 0.76
H -0.44 0.13 0.76
H 0.59 -1.21 1.35
H -1.32 -1.40 1.14
H 0.84 -0.46 -2.65
H -0.76 1.99 1.73
H 1.19 0.57 -1.27
H -0.38 0.64 -1.84
*
```

Its expectation value of S² is 0.75. The HOMO energy (spin up / spin down) is -8.39 / -8.39 eV. The calculation puts the LUMO energy (spin up / spin down) at 0.71 / -2.70 eV.



Least stable structure: two)



one) Molecular formula: C2HIO2
Method: DFT, wB97M-V/def2-TZVPD

The geometry in ORCA input format:
```
! wB97M-V def2-TZVPD RIJCOSX def2/J DEFGRID3
* xyz 0 1
I 0.71 0.27 1.87
O -0.59 1.26 -0.52
O -0.48 -2.47 -0.68
C -1.52 -2.13 -0.38
C 0.47 1.29 -0.03
H 1.40 1.78 -0.26
*
```

The HOMO energy is -9.98 eV. The calculation puts the LUMO energy at 0.22 eV.



two) Molecular formula: C2HIO2
Method: DFT, wB97M-V/def2-TZVPD

The geometry in ORCA input format:
```
! wB97M-V def2-TZVPD RIJCOSX def2/J DEFGRID3
* xyz 0 1
I 1.40 0.61 -1.81
O -0.28 0.18 1.77
O -1.40 0.56 -0.83
C -0.28 0.30 -0.55
C 0.03 -0.35 0.77
H 0.53 -1.30 0.64
*
```

As for the structure (SMILES): O=CC(=O)I. The HOMO energy is -10.14 eV. The calculation puts the LUMO energy at -0.50 eV.



Least stable structure: two)



one) Molecular formula: C5H10S3
Method: DFT, wB97M-V/def2-TZVPD

The geometry in ORCA input format:
```
! wB97M-V def2-TZVPD RIJCOSX def2/J DEFGRID3
* xyz 0 1
S -2.20 1.32 -0.07
S -1.12 -1.66 2.15
S 0.88 0.52 2.68
C 0.57 1.55 -0.22
C 0.85 -1.22 -1.10
C -0.61 0.55 0.00
C -0.30 -0.07 1.79
C -0.54 -0.71 -0.88
H -1.19 -1.44 -0.55
H -0.91 -0.38 -1.97
H 1.55 1.20 -0.01
H -0.37 -2.09 3.31
H 0.54 2.44 0.41
H 0.67 1.85 -1.21
H -1.68 2.38 -0.72
H 1.43 -1.58 -0.25
H 1.49 -0.50 -1.54
H 0.94 -2.16 -1.82
*
```

The HOMO energy is -8.40 eV. The calculation puts the LUMO energy at -0.22 eV.



two) Molecular formula: C5H10S3
Method: DFT, wB97M-V/def2-TZVPD

The geometry in ORCA input format:
```
! wB97M-V def2-TZVPD RIJCOSX def2/J DEFGRID3
* xyz 0 1
S 0.02 1.18 -0.44
S 2.20 -0.66 -0.33
S -0.54 -1.68 0.41
C -1.76 1.28 -0.03
C -1.98 1.42 1.47
C -2.32 2.46 -0.81
C 0.47 -0.48 -0.08
C 2.47 -2.40 0.02
H -1.84 3.40 -0.52
H -2.20 2.33 -1.88
H -2.21 0.30 -0.40
H 3.52 -2.57 -0.16
H 1.88 -3.02 -0.72
H -3.02 1.44 1.70
H -3.37 2.58 -0.58
H 2.21 -2.62 1.03
H -1.56 0.58 2.02
H -1.53 2.32 1.86
*
```

The HOMO energy is -8.61 eV. The calculation puts the LUMO energy at 0.06 eV.



Least stable structure: one)